C36H40AsCrN4O5S4 | wB97M-V/def2-TZVPD

```
91
Properties=species:S:1:pos:R:3:forces:R:3:mulliken_spin:R:1
Cr 0.2069 0.3155 0.3424 0.245 -0.368 0.197 3.89
C -3.5349 -0.6281 7.3573 -0.021 -0.058 -0.053 0.00
O -2.9292 -1.1074 6.1731 -0.050 0.018 -0.070 0.00
C -3.6676 -1.9116 5.3509 0.007 0.018 0.121 0.00
C -4.8625 -2.5098 5.7039 0.054 0.035 -0.013 0.00
C -5.5448 -3.3005 4.7803 0.019 0.005 0.011 0.00
C -5.0259 -3.4699 3.5140 0.062 0.021 -0.032 0.00
C -3.8204 -2.8680 3.1528 -0.094 -0.026 0.005 0.00
C -3.1178 -2.0954 4.0660 0.109 0.055 -0.024 0.00
N -1.9019 -1.4411 3.8270 -0.066 -0.018 -0.039 0.00
C -1.2841 -1.2763 2.5858 -0.122 -0.160 0.130 0.19
N -1.1107 -2.4360 1.9160 0.128 -0.036 -0.002 -0.02
C -0.7125 -2.6745 0.5750 -0.029 0.110 0.006 -0.07
C -0.2281 -1.6827 -0.2761 0.055 0.107 -0.027 0.00
C 0.1253 -2.1327 -1.5648 -0.021 -0.012 0.034 -0.01
C -0.0080 -3.4452 -1.9825 -0.013 0.072 0.050 -0.01
C -0.5106 -4.4040 -1.1051 -0.054 -0.016 -0.010 0.02
C -0.8555 -4.0118 0.1723 0.010 -0.128 0.055 -0.02
O -1.3200 -4.8888 1.1377 -0.097 0.076 -0.029 0.00
C -2.0240 -6.0253 0.6840 0.075 -0.021 -0.011 0.00
N -0.8700 -0.1264 2.1772 -0.171 0.352 -0.257 -0.22
C -1.2633 1.0086 2.9553 -0.026 -0.091 -0.001 0.06
C -2.3071 1.8055 2.4947 0.073 -0.049 -0.035 0.02
C -2.7596 2.8880 3.2271 0.006 0.030 0.038 0.02
C -2.1635 3.1875 4.4462 0.016 -0.059 -0.027 0.00
C -1.1083 2.4173 4.9008 0.013 0.022 -0.036 0.00
C -0.6353 1.3386 4.1573 0.157 0.123 0.070 -0.03
O 0.3877 0.6296 4.7190 -0.139 -0.152 0.017 0.00
C 1.4300 0.1098 3.8761 0.106 0.075 0.010 0.03
H -2.8617 0.1225 7.7616 0.031 -0.017 -0.003 0.00
H -3.6667 -1.4313 8.0859 0.000 -0.021 0.034 0.00
H -4.5041 -0.1691 7.1481 -0.011 0.008 -0.035 0.00
H -5.2687 -2.3672 6.6950 -0.002 0.017 0.015 0.00
H -6.4780 -3.7691 5.0623 -0.008 -0.001 0.001 0.00
H -5.5551 -4.0670 2.7829 0.001 0.000 -0.008 0.00
H -3.4453 -2.9901 2.1473 -0.014 -0.001 0.003 0.00
H -1.7291 -0.6844 4.4759 0.009 -0.079 -0.018 0.00
H -1.3064 -3.2685 2.4485 -0.005 0.014 -0.035 0.00
H 0.5567 -1.4201 -2.2633 -0.014 -0.046 0.041 0.02
H 0.2905 -3.7386 -2.9821 0.003 -0.010 -0.007 0.00
H -0.6112 -5.4364 -1.4107 0.004 -0.004 -0.009 0.00
H -2.4965 -6.4703 1.5574 0.000 0.017 0.006 0.00
H -1.3562 -6.7626 0.2314 0.014 -0.008 -0.002 0.00
H -2.7879 -5.7439 -0.0461 -0.009 -0.004 -0.009 0.00
H -2.7361 1.5558 1.5331 -0.044 0.007 -0.046 -0.01
H -3.5679 3.4978 2.8452 -0.006 -0.003 -0.005 0.00
H -2.5041 4.0316 5.0322 -0.004 0.014 0.003 0.00
H -0.6021 2.6439 5.8300 0.008 0.007 0.016 0.00
H 2.2888 -0.0271 4.5301 -0.002 0.023 0.010 0.00
H 1.6790 0.8123 3.0816 -0.027 -0.007 -0.007 -0.02
H 1.1595 -0.8471 3.4336 0.025 -0.001 0.020 0.01
O 6.2235 3.7230 1.0946 0.037 0.040 -0.026 0.00
C 5.1841 3.1133 0.9910 -0.028 -0.057 0.060 0.00
S 3.5889 3.8296 1.2192 -0.056 -0.009 -0.020 0.00
C 2.6308 2.3768 0.9273 0.071 0.062 0.005 0.02
C 3.3107 1.2491 0.6470 0.154 0.007 -0.019 0.01
S 2.6474 -0.3307 0.3170 -0.112 0.037 -0.006 0.03
S 5.0711 1.3964 0.6099 -0.051 -0.013 -0.025 0.00
S 0.8941 2.5519 1.0808 -0.043 0.050 0.023 -0.02
C -0.0942 3.3234 -2.2335 -0.005 0.029 0.050 0.00
As 0.2461 1.4157 -2.0875 -0.165 -0.015 -0.008 0.01
C 2.0122 1.3487 -2.8985 0.020 -0.003 0.028 0.02
C -0.9335 0.8068 -3.5798 -0.020 0.040 -0.056 0.01
C -0.5117 1.2314 -4.9481 -0.034 -0.020 0.056 0.00
C 0.4026 0.4739 -5.6802 0.020 -0.012 -0.022 0.00
C 0.8280 0.8802 -6.9356 -0.009 -0.007 0.020 0.00
C 0.3470 2.0587 -7.4910 -0.011 -0.008 0.026 0.00
C -0.5670 2.8204 -6.7774 -0.002 -0.020 0.026 0.00
C -0.9917 2.4086 -5.5213 0.009 0.007 -0.026 0.00
H -0.0097 3.6619 -3.2652 0.010 -0.001 -0.045 0.00
H 0.6322 3.8366 -1.6056 -0.023 -0.013 0.002 0.00
H -1.0913 3.5271 -1.8422 0.009 0.003 -0.011 0.00
H 2.0541 1.8938 -3.8412 -0.013 -0.001 0.003 0.00
H 2.3132 0.3110 -3.0385 0.011 0.013 -0.006 0.00
H 2.6924 1.7905 -2.1689 0.016 -0.001 -0.008 0.00
H -1.9091 1.2263 -3.3202 0.073 -0.036 -0.032 0.00
H -0.9970 -0.2803 -3.5015 -0.001 0.023 -0.006 0.01
H 0.7888 -0.4430 -5.2492 0.009 -0.007 -0.006 0.00
H 1.5419 0.2762 -7.4815 0.006 -0.008 -0.002 0.00
H 0.6812 2.3785 -8.4694 0.003 0.006 -0.010 0.00
H -0.9527 3.7399 -7.1998 -0.007 0.010 0.000 0.00
H -1.7099 3.0058 -4.9721 -0.009 0.019 0.006 0.00
C -4.5808 0.5465 -2.3496 -0.027 -0.027 0.047 0.00
C -3.5042 0.2659 -1.3222 0.101 -0.040 0.076 -0.01
N -3.3215 -1.0498 -1.0019 -0.014 0.252 -0.148 0.00
O -2.8555 1.1607 -0.8051 -0.183 -0.116 -0.069 0.01
H -5.5389 0.1418 -2.0194 0.008 -0.011 -0.008 0.00
H -4.3232 0.0770 -3.3009 0.002 0.000 -0.010 0.00
H -4.6703 1.6204 -2.4897 0.020 -0.019 0.016 0.00
H -3.6816 -1.7489 -1.6306 -0.011 0.025 0.020 0.00
H -2.4325 -1.2722 -0.5659 0.065 -0.008 0.065 0.04
```
Forces are in eV/Å.

Output
- HOMO level (spin up / spin down): -3.2 / -3.4 eV
- Relative energy (zero: lowest compared OMol25 entry of this formula, charge and spin): 0.0 kcal per mole
- 2S+1: 5
- Expectation value of S²: 6.03
- Total charge: -1
- Kohn-Sham gap (spin up / spin down): 5.324 / 5.560 eV
- LUMO level (spin up / spin down): 2.119 / 2.118 eV

C36H40BCrN10 | wB97M-V/def2-TZVPD

```
88
Properties=species:S:1:pos:R:3:forces:R:3:mulliken_spin:R:1
Cr 0.0331 -0.0155 0.2427 -0.463 -0.594 -0.042 3.87
C -0.9354 2.4795 -4.3684 -0.017 -0.079 0.009 0.00
C -1.1870 2.3043 -2.9085 -0.322 0.160 0.215 0.01
C -1.8708 3.1677 -2.0685 0.155 -0.005 -0.011 0.01
C -1.7870 2.6015 -0.7978 -0.179 0.045 -0.073 0.00
N -1.1459 1.4306 -0.8578 0.536 -0.014 0.069 -0.11
N -0.7723 1.2619 -2.1650 0.111 0.006 -0.333 0.08
B 0.0177 0.0354 -2.7002 0.046 0.016 -0.266 -0.19
N 1.4888 0.0188 -2.2030 0.012 0.064 -0.176 0.05
N 1.8083 -0.2250 -0.9001 -0.308 0.121 0.206 -0.07
C 3.1385 -0.1584 -0.8018 0.084 0.026 -0.111 -0.02
C 3.6834 0.1511 -2.0477 0.003 -0.128 -0.061 0.01
C 2.6083 0.2340 -2.9186 0.143 0.081 0.208 0.01
C 2.6370 0.4941 -4.3864 -0.041 -0.019 0.010 0.00
C 3.8546 -0.4679 0.4439 -0.031 -0.064 0.066 0.04
C 3.4730 -1.5707 1.2066 0.022 -0.011 -0.201 0.08
C 4.1591 -1.8980 2.3664 0.017 0.010 -0.001 0.01
C 5.2387 -1.1238 2.7701 -0.003 -0.005 -0.004 0.00
C 5.6382 -0.0383 2.0016 0.014 0.030 0.024 0.00
C 4.9558 0.2862 0.8394 -0.074 0.097 0.069 -0.01
N -0.6788 -1.2547 -2.2561 0.016 -0.003 -0.031 0.10
N -0.8214 -1.4930 -0.9300 0.082 0.434 0.052 -0.17
C -1.4764 -2.6468 -0.8028 0.012 -0.173 -0.013 0.01
C -1.7272 -3.1778 -2.0680 -0.087 0.073 -0.079 0.01
C -1.2258 -2.2512 -2.9716 0.039 -0.174 0.187 0.02
C -1.2574 -2.2739 -4.4615 0.020 0.015 0.031 0.00
C -1.9154 -3.1580 0.5043 -0.085 0.080 0.079 0.02
C -1.7230 -4.4874 0.8684 0.121 0.038 0.056 0.00
C -2.1908 -4.9447 2.0912 0.007 0.001 0.017 0.00
C -2.8687 -4.0875 2.9497 0.021 -0.012 -0.012 0.00
C -3.0878 -2.7675 2.5803 -0.029 -0.039 0.013 0.01
C -2.6117 -2.3073 1.3623 -0.021 0.005 -0.206 0.07
C -2.2872 3.2134 0.4477 0.049 -0.021 0.090 0.05
C -3.6402 3.5029 0.5961 -0.031 -0.131 0.064 0.00
C -4.0953 4.1409 1.7403 -0.016 0.002 0.029 0.00
C -3.2026 4.5174 2.7349 0.009 -0.013 -0.018 0.00
C -1.8475 4.2613 2.5791 -0.006 0.021 0.034 0.01
C -1.3949 3.6111 1.4413 0.031 0.027 -0.169 0.03
H -1.3823 3.4180 -4.6882 0.002 -0.005 -0.022 0.00
H 0.1302 2.5177 -4.5905 0.007 -0.003 0.008 0.00
H -1.3701 1.6720 -4.9570 -0.001 -0.003 0.012 0.00
H -2.3274 4.1078 -2.3274 0.015 -0.007 -0.006 0.00
H 0.0314 0.0964 -3.8895 -0.002 -0.014 0.020 0.00
H 4.7279 0.2258 -2.2986 -0.015 0.012 -0.004 0.00
H 3.6716 0.5626 -4.7145 -0.002 0.003 -0.011 0.00
H 2.1510 -0.3067 -4.9429 -0.001 0.004 0.002 0.00
H 2.1379 1.4284 -4.6409 -0.004 0.005 0.008 0.00
H 2.6733 -2.1985 0.8293 -0.029 -0.030 0.110 -0.02
H 3.8697 -2.7686 2.9417 -0.012 0.002 0.002 0.00
H 5.7823 -1.3766 3.6709 -0.007 -0.006 0.000 0.00
H 6.4870 0.5579 2.3094 -0.001 -0.004 -0.002 0.00
H 5.2622 1.1403 0.2479 0.005 -0.015 -0.005 0.00
H -2.2630 -4.0842 -2.2928 0.013 0.010 -0.015 0.00
H -1.7951 -3.1570 -4.7983 0.003 -0.001 -0.008 0.00
H -1.7610 -1.3917 -4.8561 0.004 -0.004 -0.010 0.00
H -0.2511 -2.3034 -4.8798 -0.001 0.006 0.002 0.00
H -1.1898 -5.1536 0.2016 -0.018 -0.005 0.002 0.00
H -2.0297 -5.9760 2.3753 -0.003 0.001 0.000 0.00
H -3.2416 -4.4556 3.8962 -0.002 0.002 0.001 0.00
H -3.6534 -2.1094 3.2297 0.015 -0.001 -0.015 0.00
H -2.8274 -1.3002 1.0181 -0.015 0.009 0.095 -0.02
H -4.3371 3.2112 -0.1799 0.007 0.015 -0.006 0.00
H -5.1504 4.3517 1.8544 0.003 0.000 -0.006 0.00
H -3.5596 5.0269 3.6198 -0.004 -0.002 0.000 0.00
H -1.1443 4.5940 3.3331 0.000 -0.016 -0.018 0.00
H -0.3349 3.4602 1.2723 0.032 -0.001 0.068 -0.02
C 0.4519 -1.2937 3.0623 -0.049 -0.003 -0.071 0.07
N 0.5643 -1.2263 4.5024 -0.002 -0.013 0.050 0.00
C -0.7192 -0.7960 5.0611 0.007 0.011 -0.030 0.00
N -1.1072 0.5206 4.5474 -0.005 -0.003 0.062 0.00
C -1.2171 0.4481 3.1075 -0.018 0.027 -0.061 0.06
N 0.0770 0.0352 2.4589 0.163 0.210 0.231 -0.19
C 1.1279 1.0200 2.9051 0.011 -0.062 -0.033 0.12
N 1.2370 1.0942 4.3430 0.004 0.011 0.040 0.00
C 1.5843 -0.2347 4.8557 -0.031 -0.001 -0.010 0.00
C -0.0627 1.4847 4.8983 0.005 -0.014 -0.019 0.00
H -0.3168 -2.0167 2.7825 0.022 -0.010 0.009 0.02
H 1.4103 -1.5929 2.6448 0.009 -0.017 -0.039 0.00
H -0.6379 -0.7444 6.1469 0.003 -0.007 0.005 0.00
H -1.4866 -1.5269 4.7983 0.016 0.016 -0.004 0.00
H -1.5058 1.4209 2.7099 -0.001 0.000 -0.001 0.04
H -1.9744 -0.2898 2.8448 0.047 0.036 -0.017 0.00
H 0.8637 2.0041 2.5132 -0.023 0.000 -0.017 -0.03
H 2.0851 0.7047 2.4810 0.009 0.008 -0.008 0.02
H 1.6712 -0.1850 5.9411 0.003 0.000 0.003 0.00
H 2.5449 -0.5391 4.4369 0.002 -0.001 -0.011 0.00
H -0.3398 2.4675 4.5121 0.008 -0.014 -0.002 0.00
H 0.0203 1.5439 5.9835 -0.007 0.002 0.004 0.00
```
Forces are in eV/Å.

Output
- HOMO level (spin up / spin down): -11.2 / -11.3 eV
- Relative energy (zero: lowest compared OMol25 entry of this formula, charge and spin): 6.2 kcal per mole
- 2S+1: 5
- Expectation value of S²: 6.01
- Total charge: +1
- Kohn-Sham gap (spin up / spin down): 8.509 / 9.366 eV
- LUMO level (spin up / spin down): -2.703 / -1.922 eV